No. 1
6 unconnected molecules or ions with the total composition BrH10O5 in a non-equilibrium geometry. Source: OMol25; level of theory: ωB97M-V/def2-TZVPD.

XYZ file:
```
16
Properties=species:S:1:pos:R:3:forces:R:3
Br -0.05287 1.06104 -0.55522 -0.16 0.38 -0.34
O 0.46157 1.33187 2.60443 -2.18 0.49 2.48
H 0.14474 1.61307 1.76861 -0.49 0.28 -1.65
H 1.32796 1.07243 2.48036 2.76 -0.75 -0.57
O 3.55334 0.29042 0.05234 1.18 0.18 0.65
H 2.68840 0.56444 -0.25413 -0.59 -0.52 -0.40
H 3.77565 -0.62612 -0.15338 -0.81 0.36 -0.23
O -1.23313 -0.84840 -3.11735 2.00 -0.26 -0.58
H -1.03189 -0.21176 -2.43574 1.00 0.56 0.70
H -2.14659 -0.83338 -3.04576 -2.97 -0.35 -0.14
O -3.60671 0.20428 -0.17971 0.19 1.41 -0.78
H -2.79257 0.72869 -0.31762 -0.37 0.15 -0.19
H -3.21829 -0.49946 0.29636 0.36 -1.55 0.93
O 0.60593 -1.67654 0.89968 1.23 -1.15 1.25
H 0.24025 -0.90741 0.49504 -0.80 1.18 -0.95
H 1.28422 -1.26317 1.46210 -0.34 -0.42 -0.19
```
Forces are in eV/Å.

**Kohn-Sham gap**: 0.338 Eh
**Charge**: -1
**Max |F|**: 0.0649 hartree/bohr
**E_HOMO**: -5.6 eV
**Relative energy (zero: lowest compared OMol25 entry of this formula, charge and spin)**: 34.0 kJ/mol
**Lowest unoccupied orbital energy**: 3.581 eV


No. 2
6 unconnected molecules or ions with the total composition BrH10O5 in a non-equilibrium geometry. Source: OMol25; level of theory: ωB97M-V/def2-TZVPD.

XYZ file:
```
16
Properties=species:S:1:pos:R:3:forces:R:3
Br 0.41033 0.07246 -0.08460 0.07 -0.23 0.30
O -1.58833 -2.72228 -0.31337 2.51 0.99 -1.80
H -2.02119 -2.63093 0.48175 -2.20 -0.28 2.78
H -0.95712 -1.96410 -0.13739 -0.21 -0.78 -1.09
O 2.94869 -2.04494 -1.54334 -1.99 1.17 -1.25
H 2.43739 -1.12064 -1.63590 1.11 -3.37 0.36
H 2.41391 -2.78120 -1.99371 0.82 2.19 1.01
O -0.49913 2.73525 -1.47051 -2.77 -2.82 1.42
H 0.21590 3.28394 -1.53074 2.94 2.15 -0.17
H -0.27768 2.07366 -0.72987 -0.25 0.99 -1.53
O -3.11334 0.19590 0.29705 1.59 0.79 -0.94
H -3.28061 -0.37523 1.06390 1.09 0.36 -0.51
H -2.11034 0.36042 0.02630 -2.66 -1.12 1.50
O 2.09454 1.81018 2.57515 4.02 2.46 0.98
H 1.91390 1.33201 1.82804 -1.24 -2.09 -2.95
H 1.41308 1.77554 3.16725 -2.83 -0.40 1.91
```
Forces are in eV/Å.

**Kohn-Sham gap**: 0.336 Eh
**Charge**: -1
**Max |F|**: 0.0936 hartree/bohr
**E_HOMO**: -5.6 eV
**Relative energy (zero: lowest compared OMol25 entry of this formula, charge and spin)**: 133.0 kJ/mol
**Lowest unoccupied orbital energy**: 3.604 eV


No. 3
7 unconnected molecules or ions with the total composition BrH12O6. Source: OMol25; level of theory: ωB97M-V/def2-TZVPD.

XYZ file:
```
19
Properties=species:S:1:pos:R:3:forces:R:3
Br -8.25439 25.25313 9.14990 -0.03 -0.07 0.04
O -10.36282 23.84699 6.79861 0.09 -0.15 0.18
H -9.70410 23.49062 6.19554 0.00 0.03 0.02
H -9.85476 24.01682 7.61414 -0.12 0.21 -0.25
O -10.51922 26.68896 11.24868 0.01 -0.09 -0.17
H -9.97188 26.27509 10.55160 -0.06 0.07 0.15
H -10.56479 27.61339 10.98985 0.03 -0.02 0.00
O -6.02060 27.72421 8.37796 -0.07 -0.20 0.14
H -6.51972 26.94109 8.68759 0.07 0.24 -0.17
H -6.59792 28.45668 8.61041 -0.01 -0.03 -0.01
O -4.99166 24.06297 9.40754 -0.04 0.07 -0.18
H -5.89574 24.40432 9.28828 0.05 -0.11 0.17
H -4.48699 24.50438 8.71753 -0.02 0.03 0.04
O -8.37844 24.61681 12.71332 -0.13 0.03 -0.06
H -9.31291 24.66673 12.93722 0.01 0.10 0.00
H -8.35118 24.97443 11.81097 0.17 -0.13 0.04
O -8.53719 21.75332 9.75741 -0.11 -0.07 -0.23
H -8.24913 22.50254 9.21591 0.08 0.03 0.22
H -9.32703 22.09424 10.18841 0.08 0.05 0.06
```
Forces are in eV/Å.

**Kohn-Sham gap**: 0.344 Eh
**Charge**: -1
**Max |F|**: 0.0067 hartree/bohr
**E_HOMO**: -6.0 eV
**Relative energy (zero: lowest compared OMol25 entry of this formula, charge and spin)**: 21.1 kJ/mol
**Lowest unoccupied orbital energy**: 3.329 eV


No. 4
7 unconnected molecules or ions with the total composition BrH13O6 in a non-equilibrium geometry. Source: OMol25; level of theory: ωB97M-V/def2-TZVPD.

XYZ file:
```
20
Properties=species:S:1:pos:R:3:forces:R:3
O 2.07951 -2.06782 -1.61549 2.89 -1.00 -2.02
H 2.18578 -2.14526 -2.65632 0.50 0.06 2.68
H 2.88171 -1.72088 -1.06925 -1.37 -0.72 -1.45
H 1.40644 -1.40727 -1.53057 -2.79 2.10 1.38
Br -0.20306 -0.17237 -0.01090 0.81 -0.33 -0.66
O -1.24907 2.74901 1.21620 -3.74 4.72 -0.88
H -0.83850 1.97706 1.31521 3.06 -4.66 0.68
H -0.68713 3.50521 1.31931 0.66 0.05 0.19
O 0.98320 -0.10456 3.02487 1.57 0.40 3.29
H 0.23929 -0.51652 3.43331 -0.77 -0.39 0.54
H 0.79990 -0.12632 2.13700 -0.72 -0.02 -3.65
O 0.71246 2.57024 -1.98433 2.20 0.44 0.58
H 1.57582 2.66658 -1.49726 -0.93 0.16 -1.15
H 0.23717 2.19849 -1.25336 -1.28 -0.63 0.56
O -2.68154 -0.21525 -2.21589 -1.61 1.99 -1.16
H -1.84718 -0.13376 -1.74143 -0.06 0.55 0.17
H -3.06665 0.71528 -2.43985 1.54 -2.55 0.91
O -1.13927 -2.87830 1.75565 3.20 2.50 1.39
H -1.23837 -1.79564 1.60352 1.01 -4.22 0.54
H -0.15051 -3.09792 2.20957 -4.19 1.56 -1.95
```
Forces are in eV/Å.

**Kohn-Sham gap**: 0.266 Eh
**Charge**: 0
**Max |F|**: 0.1184 hartree/bohr
**E_HOMO**: -9.4 eV
**Relative energy (zero: lowest compared OMol25 entry of this formula, charge and spin)**: 174.5 kJ/mol
**Lowest unoccupied orbital energy**: -2.127 eV


No. 5
A molecular structure, BrH16O8 in a non-equilibrium geometry. Source: OMol25; level of theory: ωB97M-V/def2-TZVPD.

XYZ file:
```
25
Properties=species:S:1:pos:R:3:forces:R:3
Br -0.09960 0.21466 0.57910 -0.42 4.59 -1.10
O 1.78299 -0.04805 -2.27286 1.54 4.41 3.54
H 2.71111 0.37861 -1.85576 -3.83 -1.54 -1.55
H 1.05243 0.21904 -1.48161 2.91 -0.95 -2.63
O -2.94754 -1.41951 -0.14421 -3.91 3.70 4.74
H -2.48424 -1.86289 -0.71839 3.71 -4.15 -5.30
H -2.24278 -0.98491 0.33803 0.02 0.35 0.54
O -1.08381 0.66092 -2.55742 2.85 0.25 3.06
H -1.00160 0.34420 -1.55324 -0.77 0.78 -2.99
H -0.13478 1.06185 -2.60581 -2.51 -0.90 -0.50
O -2.37806 1.31054 2.71267 -2.57 0.10 -0.54
H -3.33875 1.29383 2.38814 2.07 0.03 0.83
H -1.89702 1.18700 1.88813 0.43 -0.10 -0.15
O -0.55389 3.47474 -0.44435 3.70 6.19 1.82
H -0.61180 2.59977 -0.26604 -0.30 -4.63 0.94
H 0.25130 3.80488 0.22819 -3.41 -1.48 -2.79
O 1.49991 -2.05917 -1.05972 -0.66 -7.21 0.66
H 0.90408 -2.08195 -0.34168 -0.53 0.38 1.29
H 1.82640 -1.30865 -1.38734 1.35 4.24 -1.37
O 0.04850 -2.31091 1.25548 0.51 -1.54 2.43
H -0.05091 -1.30061 1.13432 0.21 -2.84 1.10
H 0.41308 -2.45472 2.18224 -0.73 0.28 -1.91
O 2.96626 -0.16115 0.98849 -1.68 1.43 2.34
H 2.20881 0.44179 1.49837 2.86 -2.95 -1.82
H 3.15993 -0.99930 1.49528 -0.84 1.56 -0.64
```
Forces are in eV/Å.

**Kohn-Sham gap**: 0.344 Eh
**Charge**: -1
**Max |F|**: 0.1495 hartree/bohr
**E_HOMO**: -6.5 eV
**Relative energy (zero: lowest compared OMol25 entry of this formula, charge and spin)**: 445.7 kJ/mol
**Lowest unoccupied orbital energy**: 2.877 eV


No. 6
2 unconnected molecules or ions with the total composition BrH2NO2P in a non-equilibrium geometry. Source: OMol25; level of theory: ωB97M-V/def2-TZVPD.

XYZ file:
```
7
Properties=species:S:1:pos:R:3:forces:R:3
N 0.03774 -0.16144 0.41852 1.43 0.91 0.62
O -0.55733 3.05055 -1.81169 -1.12 -0.69 -0.04
O 1.83243 2.86591 -1.00746 2.91 -0.61 -0.03
P 0.42413 2.73365 -0.77447 -1.50 -0.09 0.41
Br 0.03084 4.12682 0.95861 -0.29 -0.31 0.35
H 0.87017 -0.60587 -0.02931 -0.62 0.48 -0.17
H 0.46814 -0.06995 1.38954 -0.80 0.32 -1.15
```
Forces are in eV/Å.

**Kohn-Sham gap (alpha / beta)**: 0.230 / 0.230 Eh
**Charge**: -1
**Max |F|**: 0.0578 hartree/bohr
**E_HOMO (alpha / beta)**: -3.8 / -3.9 eV
**Relative energy (zero: lowest compared OMol25 entry of this formula, charge and spin)**: 390.6 kJ/mol
**Lowest unoccupied orbital energy (alpha / beta)**: 2.403 / 2.404 eV


No. 7
A single BrH2NO2S molecule in a non-equilibrium geometry. Source: OMol25; level of theory: ωB97M-V/def2-TZVPD.

XYZ file:
```
7
Properties=species:S:1:pos:R:3:forces:R:3
N -0.71946 -0.61243 -0.70732 -0.17 2.91 2.17
O 2.05537 -0.20706 0.08515 -5.53 1.58 0.96
O -0.28374 0.17190 1.89024 -0.58 -0.53 -1.31
S 0.09526 0.29604 0.50440 5.91 -2.23 -0.37
Br -0.21792 2.33676 -0.05863 -0.18 0.42 -0.43
H -0.01464 -0.48260 -1.41033 0.32 -1.10 -0.85
H -0.91487 -1.50260 -0.30353 0.23 -1.06 -0.18
```
Forces are in eV/Å.

**Kohn-Sham gap (alpha / beta)**: 0.318 / 0.318 Eh
**Charge**: 0
**Max |F|**: 0.1230 hartree/bohr
**E_HOMO (alpha / beta)**: -10.1 / -10.1 eV
**Relative energy (zero: lowest compared OMol25 entry of this formula, charge and spin)**: 405.8 kJ/mol
**SMILES string**: NS(=O)(=O)Br
**Lowest unoccupied orbital energy (alpha / beta)**: -1.463 / -1.465 eV


No. 8
A molecular structure, BrH2NOS in a non-equilibrium geometry. Source: OMol25; level of theory: ωB97M-V/def2-TZVPD.

XYZ file:
```
6
Properties=species:S:1:pos:R:3:forces:R:3
N -1.27316 -0.36362 0.24780 1.43 2.57 -1.11
O 1.54400 -0.86982 -1.57281 -2.58 1.50 2.96
S 0.16504 -0.00595 -0.11091 0.03 1.91 -3.35
Br 1.31909 1.12416 1.46527 0.41 -0.47 0.34
H -1.55295 -1.22000 0.55618 -0.38 -3.16 1.10
H -0.20204 1.33523 -0.58554 1.10 -2.35 0.07
```
Forces are in eV/Å.

**Kohn-Sham gap (alpha / beta)**: 0.296 / 0.296 Eh
**Charge**: 0
**Max |F|**: 0.0818 hartree/bohr
**E_HOMO (alpha / beta)**: -10.7 / -10.7 eV
**Relative energy (zero: lowest compared OMol25 entry of this formula, charge and spin)**: 614.4 kJ/mol
**Lowest unoccupied orbital energy (alpha / beta)**: -2.662 / -2.688 eV


No. 9
2 unconnected molecules or ions with the total composition BrH2O2P in a non-equilibrium geometry. Source: OMol25; level of theory: ωB97M-V/def2-TZVPD.

XYZ file:
```
6
Properties=species:S:1:pos:R:3:forces:R:3
O 0.98003 -2.10011 -0.33888 -0.54 -0.92 -0.36
O 2.60665 -0.29010 0.11823 -0.51 0.38 0.57
P 1.12804 -0.89082 0.45314 1.16 0.72 -0.13
Br -3.35608 -0.31458 0.03225 0.05 -0.36 -0.13
H -3.39618 1.00712 0.50452 -0.02 0.36 0.13
H 3.14620 -0.80309 -0.49813 -0.13 -0.18 -0.08
```
Forces are in eV/Å.

**Kohn-Sham gap**: 0.398 Eh
**Charge**: 0
**Max |F|**: 0.0268 hartree/bohr
**E_HOMO**: -10.9 eV
**Relative energy (zero: lowest compared OMol25 entry of this formula, charge and spin)**: 67.5 kJ/mol
**SMILES string**: O=PO.Br
**Lowest unoccupied orbital energy**: -0.074 eV


No. 10
A single BrH3NOP molecule in a non-equilibrium geometry. Source: OMol25; level of theory: ωB97M-V/def2-TZVPD.

XYZ file:
```
7
Properties=species:S:1:pos:R:3:forces:R:3
N -0.08230 -1.11141 0.28623 -2.24 0.35 -0.19
O -0.80024 1.11610 -0.52626 0.59 -5.77 1.12
P 0.61604 0.16596 -0.54772 -0.80 0.93 0.53
Br 1.87963 1.06493 1.22030 -0.42 -0.07 -0.54
H 0.12579 -2.05493 0.08879 1.45 -0.99 -0.40
H -1.10748 -1.15521 0.17174 0.46 0.88 0.45
H -0.63144 1.97456 -0.69308 0.97 4.68 -0.97
```
Forces are in eV/Å.

**Kohn-Sham gap**: 0.365 Eh
**Charge**: 0
**Max |F|**: 0.1149 hartree/bohr
**E_HOMO**: -9.2 eV
**Relative energy (zero: lowest compared OMol25 entry of this formula, charge and spin)**: 17.6 kJ/mol
**SMILES string**: NP(O)Br
**Lowest unoccupied orbital energy**: 0.710 eV


Repeat the seventh record exactly.
A single BrH2NO2S molecule in a non-equilibrium geometry. Source: OMol25; level of theory: ωB97M-V/def2-TZVPD.

XYZ file:
```
7
Properties=species:S:1:pos:R:3:forces:R:3
N -0.71946 -0.61243 -0.70732 -0.17 2.91 2.17
O 2.05537 -0.20706 0.08515 -5.53 1.58 0.96
O -0.28374 0.17190 1.89024 -0.58 -0.53 -1.31
S 0.09526 0.29604 0.50440 5.91 -2.23 -0.37
Br -0.21792 2.33676 -0.05863 -0.18 0.42 -0.43
H -0.01464 -0.48260 -1.41033 0.32 -1.10 -0.85
H -0.91487 -1.50260 -0.30353 0.23 -1.06 -0.18
```
Forces are in eV/Å.

**Kohn-Sham gap (alpha / beta)**: 0.318 / 0.318 Eh
**Charge**: 0
**Max |F|**: 0.1230 hartree/bohr
**E_HOMO (alpha / beta)**: -10.1 / -10.1 eV
**Relative energy (zero: lowest compared OMol25 entry of this formula, charge and spin)**: 405.8 kJ/mol
**SMILES string**: NS(=O)(=O)Br
**Lowest unoccupied orbital energy (alpha / beta)**: -1.463 / -1.465 eV


What did the tenth record say?
A single BrH3NOP molecule in a non-equilibrium geometry. Source: OMol25; level of theory: ωB97M-V/def2-TZVPD.

XYZ file:
```
7
Properties=species:S:1:pos:R:3:forces:R:3
N -0.08230 -1.11141 0.28623 -2.24 0.35 -0.19
O -0.80024 1.11610 -0.52626 0.59 -5.77 1.12
P 0.61604 0.16596 -0.54772 -0.80 0.93 0.53
Br 1.87963 1.06493 1.22030 -0.42 -0.07 -0.54
H 0.12579 -2.05493 0.08879 1.45 -0.99 -0.40
H -1.10748 -1.15521 0.17174 0.46 0.88 0.45
H -0.63144 1.97456 -0.69308 0.97 4.68 -0.97
```
Forces are in eV/Å.

**Kohn-Sham gap**: 0.365 Eh
**Charge**: 0
**Max |F|**: 0.1149 hartree/bohr
**E_HOMO**: -9.2 eV
**Relative energy (zero: lowest compared OMol25 entry of this formula, charge and spin)**: 17.6 kJ/mol
**SMILES string**: NP(O)Br
**Lowest unoccupied orbital energy**: 0.710 eV


- charge of number 8 (BrH2NOS)?
  0